[1]
DFT (ωB97M-V/def2-TZVPD) results for one molecule with the formula C4H6FNO in a non-equilibrium geometry.

ΔE to the lowest compared entry with this formula, charge and spin = 1.236 eV
Kohn-Sham gap = 9.005 eV
F_max = 0.0411 Eh/bohr
lowest unoccupied orbital energy = 0.463 eV

Geometry as ORCA input:
```
! RIJCOSX wB97M-V def2-TZVPD def2/J DEFGRID3
* xyz 0 1
F -2.266 1.567 0.040
O -2.981 -1.037 -0.043
N 1.176 0.607 -0.091
C -1.808 -0.750 0.009
C -0.051 1.157 -0.007
C 1.504 -0.787 0.074
C -1.275 0.610 0.022
H -1.040 -1.550 -0.088
H 1.273 -1.357 -0.843
H 2.619 -0.809 0.133
H 1.921 1.267 -0.088
H -0.097 2.278 -0.054
H 1.025 -1.196 0.937
*
```

Computed Löwdin charges, given in elementary charges: F 0.01; O 0.05; N -0.07; C -0.24; C -0.08; C -0.09; C -0.24; H 0.11; H 0.09; H 0.10; H 0.12; H 0.16; H 0.08



[2]
DFT (ωB97M-V/def2-TZVPD) results for C17H41ClInN2O4 as an isolated structure in a non-equilibrium geometry.

ΔE to the lowest compared entry with this formula, charge and spin = 1.301 eV
Kohn-Sham gap = 5.967 eV
F_max = 0.0423 Eh/bohr
lowest unoccupied orbital energy = 2.453 eV

Geometry as ORCA input:
```
! RIJCOSX wB97M-V def2-TZVPD def2/J DEFGRID3
* xyz -1 1
In 2.945 3.556 -0.871
Cl 1.307 4.846 1.727
O 2.133 -0.041 -3.683
O -5.019 -1.781 4.455
O 0.376 -4.187 -4.168
O -2.365 1.571 6.015
N 2.232 -2.203 -5.717
N -2.360 -0.309 3.695
C 0.185 -3.715 -5.488
C 0.044 1.452 -0.222
C -2.631 1.125 3.649
C 4.515 1.163 0.304
C -4.927 -0.953 5.601
C 0.689 2.375 0.833
C 4.337 2.481 0.557
C -4.732 -1.139 3.223
C -3.249 -1.111 2.861
C -1.852 1.864 4.714
C 3.356 -0.368 -3.046
C 2.249 0.167 -5.079
C 0.981 3.780 0.275
C 1.530 -0.930 -5.840
C -1.475 0.824 6.820
C 1.478 -3.348 -6.215
C 0.453 -3.178 -3.171
H 3.183 -0.362 -1.971
H 4.824 2.992 1.391
H -3.926 -0.997 6.038
H -2.880 -2.139 2.905
H 3.696 -1.369 -3.340
H -5.191 -0.144 3.189
H -0.552 -2.904 -5.508
H 2.144 -4.214 -6.159
H 3.601 5.121 -1.392
H 0.770 0.748 -0.632
H 1.762 1.122 -5.300
H -0.721 0.851 0.278
H 2.448 -2.363 -4.741
H -1.356 -0.199 6.444
H -5.190 0.084 5.382
H 0.013 2.518 1.686
H 3.616 0.544 0.341
H -0.495 1.306 6.876
H 3.294 0.249 -5.392
H 0.081 -3.603 -2.238
H -1.990 2.936 4.555
H -2.349 1.513 2.666
H -5.625 -1.338 6.346
H -0.266 -4.549 -6.036
H -1.898 0.776 7.823
H 4.128 0.371 -3.272
H 1.469 -0.657 -6.899
H 0.509 -0.991 -5.441
H -0.155 -2.305 -3.420
H -0.782 1.654 4.641
H 1.612 1.905 1.175
H 1.487 -2.871 -3.000
H -3.144 -0.783 1.822
H 5.468 0.720 0.000
H -2.447 -0.627 4.652
H -3.698 1.336 3.809
H 0.162 4.153 -0.338
H -5.239 -1.733 2.458
H 2.557 2.506 -2.274
H 1.256 -3.189 -7.276
H -0.373 1.991 -1.073
*
```

Computed Löwdin charges, given in elementary charges: In 0.42; Cl 0.40; O -0.22; O -0.18; O -0.18; O -0.20; N -0.05; N -0.05; C -0.24; C -0.12; C -0.21; C -0.21; C -0.10; C -0.42; C -0.30; C -0.23; C -0.20; C -0.21; C -0.13; C -0.22; C -0.80; C -0.22; C -0.12; C -0.21; C -0.09; H 0.07; H 0.00; H 0.07; H 0.12; H 0.08; H 0.11; H 0.11; H 0.11; H -0.13; H 0.05; H 0.12; H 0.05; H 0.07; H 0.08; H 0.09; H 0.06; H 0.01; H 0.09; H 0.12; H 0.09; H 0.12; H 0.12; H 0.08; H 0.12; H 0.08; H 0.08; H 0.12; H 0.10; H 0.09; H 0.13; H 0.06; H 0.07; H 0.12; H 0.02; H 0.07; H 0.10; H 0.02; H 0.12; H -0.09; H 0.11; H 0.07



[3]
DFT (ωB97M-V/def2-TZVPD) results for C40H54N2O4SSb2Tb as an isolated structure in a non-equilibrium geometry.

⟨S²⟩ = 12.6891
ΔE to the lowest compared entry with this formula, charge and spin = 0.738 eV
Kohn-Sham gap (alpha / beta) = 7.113 / 7.214 eV
F_max = 0.0419 Eh/bohr
lowest unoccupied orbital energy (alpha / beta) = -8.044 / -7.944 eV

Geometry as ORCA input:
```
! RIJCOSX wB97M-V def2-TZVPD def2/J DEFGRID3
* xyz 3 7
Tb -10.645 14.839 6.702
Sb -11.829 11.566 7.238
Sb -13.708 13.813 4.562
S -10.132 16.064 9.092
O -8.481 13.607 6.491
O -10.785 16.748 5.258
O -9.887 14.488 4.429
O -8.638 16.170 6.705
N -12.209 17.174 10.265
N -11.529 15.149 11.271
C -8.712 17.566 6.331
C -13.545 9.137 6.850
C -13.573 12.746 7.820
C -14.845 12.172 7.719
C -17.625 11.230 2.883
C -11.679 11.036 5.106
C -8.540 14.072 4.122
C -12.513 9.591 7.652
C -11.897 8.723 8.564
C -13.554 17.138 10.780
C -12.135 15.405 12.573
C -16.599 12.267 4.813
C -13.497 14.030 8.358
C -10.493 16.765 3.837
C -14.136 16.793 3.986
C -13.274 6.942 7.719
C -14.669 14.727 8.657
C -16.580 11.672 2.088
C -11.056 13.793 11.113
C -15.904 14.130 8.570
C -8.082 13.145 5.215
C -12.271 7.390 8.593
C -14.152 17.976 1.890
C -11.429 16.082 10.337
C -13.887 15.571 1.924
C -15.979 12.810 8.160
C -13.954 15.579 3.337
C -17.659 11.539 4.222
C -10.148 17.878 5.959
C -12.557 12.515 3.289
C -7.306 15.654 6.953
C -10.494 15.312 3.409
C -14.177 17.982 3.275
C -7.517 14.220 7.401
C -15.564 12.740 4.062
C -12.675 11.143 3.940
C -11.872 18.411 9.564
C -13.989 7.793 6.902
C -15.613 12.491 2.669
C -14.003 16.751 1.214
H -14.327 18.878 3.853
H -8.500 13.561 3.140
H -10.863 18.666 9.632
H -11.775 6.751 9.314
H -16.838 14.631 8.820
H -12.953 12.536 2.253
H -14.072 18.906 1.297
H -12.227 16.483 12.802
H -14.807 7.431 6.243
H -6.777 16.170 7.732
H -12.430 10.404 3.183
H -12.455 19.252 9.980
H -16.676 12.426 5.869
H -12.045 18.331 8.493
H -13.719 17.662 11.718
H -10.750 17.974 6.880
H -13.906 16.084 10.858
H -10.716 11.465 4.739
H -11.283 17.284 3.288
H -14.206 17.666 10.018
H -13.506 5.889 7.705
H -9.523 17.230 3.688
H -18.398 10.578 2.467
H -16.583 11.448 1.054
H -13.740 14.696 1.332
H -10.006 15.216 2.402
H -10.253 18.768 5.321
H -7.996 14.251 8.355
H -11.536 12.905 3.267
H -10.500 13.676 10.216
H -18.493 11.170 4.747
H -11.037 9.092 9.166
H -13.680 10.932 4.215
H -16.951 12.340 8.081
H -7.013 13.089 5.138
H -14.998 11.179 7.334
H -11.480 14.869 3.254
H -14.551 15.764 8.950
H -7.864 14.950 4.188
H -14.282 16.881 5.100
H -10.433 13.523 11.960
H -14.830 12.810 1.984
H -11.464 9.963 5.366
H -8.074 17.756 5.491
H -13.098 14.926 12.674
H -11.911 13.105 11.095
H -6.579 13.657 7.450
H -8.462 18.230 7.161
H -11.475 14.967 13.328
H -14.061 9.703 6.080
H -14.038 16.725 0.121
H -12.534 14.543 8.564
H -8.508 12.138 5.135
H -6.795 15.751 5.971
*
```

Löwdin population analysis, charges in e, atoms 1 to 99: Tb 1.53; Sb 1.43; Sb 1.52; S 0.69; O -0.29; O -0.31; O -0.31; O -0.39; N -0.18; N -0.16; C -0.13; C -0.16; C -0.46; C -0.14; C -0.06; C -0.37; C -0.11; C -0.41; C -0.13; C -0.06; C -0.01; C -0.11; C -0.23; C -0.09; C -0.18; C -0.06; C -0.08; C -0.05; C -0.04; C -0.04; C -0.15; C -0.05; C -0.05; C -0.61; C -0.12; C -0.07; C -0.40; C -0.05; C -0.12; C -0.37; C -0.11; C -0.14; C -0.10; C -0.10; C -0.32; C -0.34; C -0.05; C -0.04; C -0.13; C -0.06; H 0.11; H 0.17; H 0.06; H 0.12; H 0.13; H 0.07; H 0.13; H 0.11; H 0.13; H 0.15; H 0.13; H 0.13; H 0.06; H 0.07; H 0.11; H 0.09; H 0.09; H 0.03; H 0.14; H 0.12; H 0.12; H 0.14; H 0.13; H 0.11; H 0.09; H 0.18; H 0.16; H 0.09; H 0.03; H 0.03; H 0.10; H 0.11; H 0.06; H 0.13; H 0.15; H 0.09; H 0.06; H 0.08; H 0.14; H 0.11; H 0.11; H 0.07; H 0.06; H 0.14; H 0.11; H 0.12; H 0.16; H 0.16; H 0.11



[4]
DFT (ωB97M-V/def2-TZVPD) results for a 2-piece molecular cluster, C2H2O2P overall in a non-equilibrium geometry.

ΔE to the lowest compared entry with this formula, charge and spin = 2.150 eV
Kohn-Sham gap = 6.890 eV
F_max = 0.0835 Eh/bohr
lowest unoccupied orbital energy = 3.890 eV

Geometry as ORCA input:
```
! RIJCOSX wB97M-V def2-TZVPD def2/J DEFGRID3
* xyz -1 1
P -0.677 1.663 0.073
O 0.223 -1.578 1.374
O 2.329 -1.266 0.595
C -0.182 0.291 -0.858
C 1.205 -1.286 0.905
H -1.857 2.134 -0.582
H -1.041 0.041 -1.507
*
```

Computed Löwdin charges, given in elementary charges: P 0.37; O 0.14; O 0.12; C -0.60; C -0.59; H -0.28; H -0.16



[5]
DFT (ωB97M-V/def2-TZVPD) results for one molecule with the formula C3H3FN2O in a non-equilibrium geometry.

ΔE to the lowest compared entry with this formula, charge and spin = 3.971 eV
Kohn-Sham gap = 9.666 eV
F_max = 0.0555 Eh/bohr
lowest unoccupied orbital energy = -0.531 eV

Geometry as ORCA input:
```
! RIJCOSX wB97M-V def2-TZVPD def2/J DEFGRID3
* xyz 0 1
F 1.887 -1.082 -1.000
O -2.325 0.110 -0.928
N -1.124 0.000 -0.611
N -0.391 -1.027 -0.786
C -0.497 0.983 0.279
C 0.850 -0.812 -0.090
C 0.713 0.524 0.561
H 0.725 -1.540 0.759
H -1.170 1.742 0.512
H 1.333 1.103 1.303
*
```

Computed Löwdin charges, given in elementary charges: F 0.02; O 0.00; N -0.30; N 0.15; C 0.03; C -0.34; C 0.02; H 0.17; H 0.11; H 0.14



[6]
DFT (ωB97M-V/def2-TZVPD) results for an isolated ion of composition C3H4NO3 and charge -1 in a non-equilibrium geometry.

ΔE to the lowest compared entry with this formula, charge and spin = 4.324 eV
Kohn-Sham gap = 7.788 eV
F_max = 0.0850 Eh/bohr
lowest unoccupied orbital energy = 3.695 eV

Geometry as ORCA input:
```
! RIJCOSX wB97M-V def2-TZVPD def2/J DEFGRID3
* xyz -1 1
O 0.069 -1.723 2.133
O -1.889 -0.305 0.105
O 2.020 -0.671 2.058
N -0.722 0.007 -0.117
C -0.518 0.647 -1.430
C 0.874 -0.870 1.756
C 0.335 -0.039 0.651
H -0.067 1.612 -1.405
H 1.151 0.571 0.169
H -1.375 0.741 -1.917
H 0.123 0.029 -2.004
*
```

Computed Löwdin charges, given in elementary charges: O -0.04; O -0.07; O -0.03; N -0.33; C -0.02; C -0.82; C 0.00; H 0.08; H 0.12; H 0.03; H 0.08